{"formula": "C8H10N3O2", "method": "wB97M-V/def2-TZVPD", "species": ["C", "C", "C", "C", "C", "C", "C", "C", "N", "N", "N", "O", "O", "H", "H", "H", "H", "H", "H", "H", "H", "H", "H"], "coordinates": [[-0.3594, -1.4917, -2.7426], [-0.5526, -0.1401, -2.7472], [0.0447, -2.0734, -1.5028], [-0.2291, 0.6229, -1.6706], [0.3032, -1.3265, -0.4092], [0.2604, 0.1171, -0.4789], [0.6747, -1.9817, 0.8985], [0.7260, 0.8771, 0.6568], [1.3986, 0.2583, 1.5952], [0.6041, -1.2347, 2.0642], [-0.8654, 1.5673, 1.2812], [0.9281, -3.1768, 0.9108], [1.1653, -1.8839, 3.1358], [-0.4387, -2.1089, -3.6014], [-0.7292, 0.3270, -3.7435], [-0.1449, -3.1163, -1.1892], [-0.5450, 1.6824, -1.7394], [1.1034, 1.8524, 0.3273], [1.6357, 0.8248, 2.3115], [-1.2950, 0.9529, 1.9915], [-1.5132, 1.4665, 0.4893], [-0.8903, 2.4001, 1.7811], [2.0309, -2.2962, 2.9226]], "nbo_charge": [-0.1374, -0.2009, -0.1427, -0.1697, -0.1225, -0.1170, 0.5938, 0.1804, -0.4478, 0.0096, -0.8445, -0.4959, -0.4661, 0.2429, 0.2477, 0.2605, 0.2192, 0.2512, 0.3908, 0.4193, 0.4273, 0.4129, 0.4888], "charge": 1, "e_above_lowest_ev": 4.936, "e_homo_ev": -13.56, "homo_lumo_gap_ev": 9.50, "e_lumo_ev": -4.067}